# 1
DFT (ωB97M-V with the def2-TZVPD basis set) results for C5H8N2O in the gas phase.

```
16
Properties=species:S:1:pos:R:3:mulliken_charge:R:1
O -2.86869 1.00610 -0.28210 -0.703
C -2.64698 -0.27850 -0.04611 0.173
C -1.44516 -0.96897 0.02850 -0.803
C -0.11304 -0.48333 -0.26775 0.666
N 0.02525 0.85776 -0.24369 -0.094
C 1.34870 1.23476 -0.20177 -0.565
C 1.91283 -0.19257 0.29366 -0.454
N 1.00480 -1.09480 -0.79867 -0.411
H -3.38850 -1.04065 0.36273 0.202
H -1.72757 -2.00510 0.35679 0.146
H -0.82517 1.49737 0.02071 0.302
H 1.80107 1.82996 -1.03154 0.301
H 1.26023 2.02622 0.65262 0.290
H 1.81950 -0.44953 1.44657 0.248
H 2.95552 -0.01848 0.07694 0.397
H 0.88718 -1.92025 -0.36689 0.303
```

The calculation puts the frontier orbital gap at 8.50 eV. The strongest force on any atom comes out at 6.261 eV/A. Its SMILES is O=CC=C1NCCN1. Its HOMO energy is -8.10 eV.

# 2
DFT (ωB97M-V with the def2-TZVPD basis set) results for C5H8N2O in the gas phase.

```
16
Properties=species:S:1:pos:R:3:mulliken_charge:R:1
C 1.81640 1.25057 -0.21363 -0.697
C 1.88411 -0.29476 -0.17220 0.651
O 2.98162 -0.64589 0.46364 -0.542
C 0.94818 -1.40323 -0.34345 -0.235
N -0.27735 -1.44497 -0.23741 -0.538
N -0.77190 -0.07071 -0.01736 0.027
C -2.24116 0.15096 -0.46817 -0.412
C -1.87086 -0.16330 0.91425 -0.571
H 1.31391 1.87615 -1.12264 0.266
H 1.42920 1.44097 0.76604 0.256
H 2.97984 1.53262 0.03121 0.312
H 1.28504 -2.42487 -0.32274 0.390
H -2.54643 -0.73590 -1.19962 0.239
H -2.62506 1.11206 -0.90994 0.234
H -2.26710 -0.99593 1.31227 0.408
H -2.03845 0.81623 1.51974 0.211
```

The calculation puts the frontier orbital gap at 9.22 eV. The strongest force on any atom comes out at 7.105 eV/A. Its SMILES is CC(=O)/C=N\N1CC1. Its HOMO energy is -9.42 eV.

# 3
DFT (ωB97M-V with the def2-TZVPD basis set) results for C5H8N2O in the gas phase.

```
16
Properties=species:S:1:pos:R:3:mulliken_charge:R:1
H -1.65139 0.76301 2.50374 0.273
N -1.51942 1.58993 1.91663 -0.624
C -0.76340 1.42353 0.93173 -0.257
C 0.05413 0.05754 0.63727 0.528
N 0.18920 -0.75282 1.70193 -0.469
C 0.24925 -0.23166 -0.65649 0.303
C -0.04220 0.55793 -1.88713 -1.277
C 0.99818 -1.62440 -0.89278 0.022
O 1.22192 -2.48765 -0.05960 -0.587
H -0.56028 2.28955 0.30603 0.340
H 0.37827 -0.34209 2.60259 0.245
H 0.53760 -1.68768 1.49512 0.241
H 0.82955 0.57579 -2.54072 0.349
H -0.31307 1.58595 -1.66405 0.323
H -0.86645 0.10194 -2.43764 0.271
H 1.25811 -1.81888 -1.95662 0.321
```

The calculation puts the frontier orbital gap at 8.96 eV. The strongest force on any atom comes out at 4.365 eV/A. Its SMILES is [H]/N=C\C(N)=C(/C)C=O. Its HOMO energy is -8.65 eV.

# 4
DFT (ωB97M-V with the def2-TZVPD basis set) results for C5H8N2O in the gas phase.

```
16
Properties=species:S:1:pos:R:3:mulliken_charge:R:1
H 2.24713 1.16148 -0.35101 0.275
N 2.05698 0.50868 -1.11695 -0.616
C 0.77978 0.39597 -1.36514 -0.121
C -0.27041 1.24242 -0.67287 -0.592
C -1.23305 0.28405 -0.07035 0.427
N -2.48314 0.19670 -0.28903 -0.698
H -2.85980 -0.71432 0.01444 0.290
C -0.37762 -1.06366 0.38724 0.698
C 0.60812 -0.88300 1.50906 -1.080
O -0.89284 -2.14274 0.13010 -0.550
H 0.44391 -0.14384 -2.26460 0.395
H 0.18725 1.82678 0.12997 0.302
H -0.77314 1.87898 -1.40885 0.319
H 1.55411 -1.35535 1.23638 0.328
H 0.21401 -1.36208 2.40915 0.344
H 0.79871 0.16995 1.72245 0.278
```

The calculation puts the frontier orbital gap at 9.13 eV. The strongest force on any atom comes out at 4.079 eV/A. Its SMILES is [H]/N=C\C/C(=N/[H])C(C)=O. Its HOMO energy is -9.49 eV.

# 5
DFT (ωB97M-V with the def2-TZVPD basis set) results for C5H8N2O in the gas phase.

```
16
Properties=species:S:1:pos:R:3:mulliken_charge:R:1
H -0.63580 -2.45992 1.04682 0.268
N 0.03512 -1.70898 0.90037 -0.614
C -0.32186 -0.81359 0.09546 0.363
C -1.61072 -0.72514 -0.66245 -1.239
C 0.64910 0.35552 -0.10311 1.207
C 0.29249 1.47368 0.88769 -1.503
O 0.58392 0.89958 -1.41120 -0.581
C 2.00764 -0.10274 0.17060 0.033
N 3.09686 -0.42447 0.29065 -0.459
H -2.22637 0.06250 -0.22886 0.297
H -2.15356 -1.66697 -0.61069 0.403
H -1.42586 -0.46093 -1.70178 0.311
H 1.02410 2.27374 0.80640 0.384
H 0.28906 1.08301 1.90118 0.388
H -0.68745 1.87112 0.63827 0.348
H 1.08333 0.34357 -2.01933 0.394
```

The calculation puts the frontier orbital gap at 10.86 eV. The strongest force on any atom comes out at 0.637 eV/A. Its SMILES is [H]/N=C(\C)[C@](C)(O)C#N. Its HOMO energy is -10.23 eV.

# 6
DFT (ωB97M-V with the def2-TZVPD basis set) results for C5H8N2O in the gas phase.

```
16
Properties=species:S:1:pos:R:3:mulliken_charge:R:1
C 1.62156 -1.59964 0.02287 -1.249
C 0.56714 -0.60630 -0.17420 0.193
O -0.79698 -0.99216 -0.12821 -0.407
C -1.60137 0.09199 -0.02699 0.084
N -2.91131 -0.16211 -0.03527 -0.423
C -0.83865 1.19146 0.01782 -0.626
C 0.53104 0.76390 -0.02750 0.810
N 1.60615 1.62581 -0.12178 -0.547
H 1.54305 -2.58137 -0.60155 0.272
H 1.54691 -2.01077 1.06711 0.246
H 2.63788 -1.30874 -0.03067 0.361
H -3.36033 -0.22784 0.82259 0.207
H -3.48822 0.14499 -0.85864 0.225
H -1.24570 2.15320 -0.01548 0.441
H 2.47459 1.17395 -0.48441 0.210
H 1.71424 2.34364 0.57431 0.202
```

The calculation puts the frontier orbital gap at 8.46 eV. The strongest force on any atom comes out at 3.871 eV/A. Its SMILES is Cc1oc(N)cc1N. Its HOMO energy is -7.47 eV.

What did the second record say?
DFT (ωB97M-V with the def2-TZVPD basis set) results for C5H8N2O in the gas phase.

```
16
Properties=species:S:1:pos:R:3:mulliken_charge:R:1
C 1.81640 1.25057 -0.21363 -0.697
C 1.88411 -0.29476 -0.17220 0.651
O 2.98162 -0.64589 0.46364 -0.542
C 0.94818 -1.40323 -0.34345 -0.235
N -0.27735 -1.44497 -0.23741 -0.538
N -0.77190 -0.07071 -0.01736 0.027
C -2.24116 0.15096 -0.46817 -0.412
C -1.87086 -0.16330 0.91425 -0.571
H 1.31391 1.87615 -1.12264 0.266
H 1.42920 1.44097 0.76604 0.256
H 2.97984 1.53262 0.03121 0.312
H 1.28504 -2.42487 -0.32274 0.390
H -2.54643 -0.73590 -1.19962 0.239
H -2.62506 1.11206 -0.90994 0.234
H -2.26710 -0.99593 1.31227 0.408
H -2.03845 0.81623 1.51974 0.211
```

The calculation puts the frontier orbital gap at 9.22 eV. The strongest force on any atom comes out at 7.105 eV/A. Its SMILES is CC(=O)/C=N\N1CC1. Its HOMO energy is -9.42 eV.

- Which of these has the highest strongest force on any atom?
  number 2

- Number 5 is which compound?
  C5H8N2O

- The lowest frontier orbital gap belongs to which entry?
  number 6